Record 1
The following is a DFT calculation (wB97M-V/def2-TZVPD) of C4H6O2 in the gas phase.

```
12
Properties=species:S:1:pos:R:3:forces:R:3
C -1.323 -0.617 -0.714 -0.1 0.0 0.0
C -0.519 -0.168 0.449 0.2 0.1 0.2
O -1.041 -0.113 1.599 0.1 -0.1 -0.6
C 0.902 0.136 0.421 0.5 -0.5 -0.4
C 1.560 0.741 -0.554 -0.2 0.1 -0.3
O -0.156 0.384 2.520 -0.5 0.2 1.1
H -0.963 -1.588 -1.066 0.0 0.1 0.1
H -2.387 -0.696 -0.491 0.1 0.1 0.1
H -1.172 0.093 -1.531 -0.1 0.0 0.0
H 1.443 -0.214 1.284 0.0 -0.2 0.3
H 1.021 1.167 -1.379 0.0 0.2 -0.4
H 2.635 0.876 -0.537 -0.1 0.0 0.1
```
Forces are in eV/Å.

Summary:
* HOMO level (spin up / spin down): -8.846 / -8.847 eV
* relative energy (zero: lowest compared OMol25 entry of this formula, charge and spin): 5.274 eV
* orbital gap (spin up / spin down): 8.58 / 8.58 eV
* total energy: -8335.18735 eV

---

Record 2
The following is a DFT calculation (wB97M-V/def2-TZVPD) of a 3-piece molecular cluster, C3H12O3 overall.

```
18
Properties=species:S:1:pos:R:3:forces:R:3
C -1.501 -0.919 0.987 -1.0 -0.7 1.1
C -0.175 -1.356 0.375 -0.2 -0.5 0.7
C 0.324 -0.352 -0.645 -0.4 -0.4 0.1
O -0.275 -0.569 -1.929 0.0 0.1 -0.1
H -1.353 -0.111 1.703 0.1 0.3 -0.3
H -1.947 -1.720 1.595 0.4 -0.1 0.0
H -2.371 -0.678 0.366 0.6 0.3 -0.6
H 0.501 -1.499 1.224 0.3 0.6 -0.1
H -0.213 -2.394 0.029 -0.2 0.3 -0.7
H 0.040 0.638 -0.296 0.2 0.1 0.1
H 1.405 -0.392 -0.774 0.0 -0.1 -0.2
H -1.233 -0.569 -1.802 0.2 0.0 0.0
O 0.892 1.416 1.760 1.4 0.4 0.5
H 1.650 1.843 1.324 -0.6 0.0 -0.6
H 1.334 1.324 2.619 -0.7 -0.3 0.2
O 0.952 2.143 -2.271 -0.2 0.8 -0.2
H 1.693 1.723 -1.838 0.0 -0.3 0.0
H 0.277 1.473 -2.427 0.3 -0.4 0.1
```
Forces are in eV/Å.

Summary:
* HOMO level: -10.432 eV
* relative energy (zero: lowest compared OMol25 entry of this formula, charge and spin): 0.479 eV
* orbital gap: 10.91 eV
* total energy: -9447.54784 eV

---

Record 3
The following is a DFT calculation (wB97M-V/def2-TZVPD) of C17H21NO4PtS as an isolated structure.

```
45
Properties=species:S:1:pos:R:3:forces:R:3
Pt -1.352 1.074 -0.186 -0.8 -1.2 0.7
C -1.857 2.457 3.394 0.0 0.0 -0.1
C -0.831 2.244 2.323 0.2 -0.7 0.3
C -0.843 3.049 1.173 -0.4 -0.3 -0.9
C 0.139 2.903 0.164 0.1 0.3 0.1
C 0.287 3.944 -0.915 -0.1 -0.1 -0.2
C 1.097 1.885 0.317 0.0 0.0 0.1
C 1.141 1.092 1.473 0.1 0.0 0.0
C 2.255 0.108 1.665 -0.1 0.0 0.0
C 0.170 1.278 2.457 -0.1 0.4 0.1
H -2.797 1.987 3.107 -0.1 0.0 0.0
H -2.054 3.518 3.529 0.0 0.1 0.1
H -1.533 2.029 4.338 0.0 0.0 0.1
H -1.549 3.868 1.106 0.0 0.0 0.0
H -0.196 3.639 -1.844 0.0 0.0 0.0
H 1.342 4.115 -1.125 0.0 0.0 0.0
H -0.163 4.881 -0.595 0.0 0.0 0.0
H 1.902 1.812 -0.405 -0.1 -0.1 0.0
H 2.035 -0.842 1.177 0.0 -0.1 -0.1
H 2.416 -0.082 2.723 0.0 0.0 0.1
H 3.178 0.485 1.231 0.1 0.0 0.0
H 0.225 0.705 3.372 0.0 -0.1 0.0
C -4.172 -0.200 -0.299 0.3 0.0 -0.2
C -3.377 1.096 -0.201 -0.2 1.2 0.6
O -3.935 2.153 -0.015 1.2 -1.2 -0.4
H -5.239 0.027 -0.285 0.2 0.1 0.0
H -3.936 -0.833 0.557 0.1 0.0 0.0
H -3.915 -0.727 -1.216 0.0 -0.1 0.0
N -1.058 -1.414 -0.128 -0.9 1.6 0.5
C -0.018 -2.059 -0.878 0.8 -0.1 -0.7
C 0.000 -3.439 -1.057 -0.1 0.1 0.1
C 1.060 -4.032 -1.728 -0.6 0.4 0.3
C 2.062 -3.227 -2.211 1.5 -0.8 -0.9
C 2.063 -1.861 -2.069 -0.7 0.3 0.3
C 1.001 -1.274 -1.400 0.0 0.1 0.0
S 3.578 -4.007 -2.915 -1.4 0.6 1.1
O 4.067 -3.013 -3.839 0.4 0.1 -0.4
O 3.097 -5.243 -3.488 0.2 -0.3 -0.2
O 4.308 -4.120 -1.662 0.5 -0.3 -0.2
H -1.916 -1.957 -0.189 0.0 0.2 0.0
H -0.798 -1.379 0.857 -0.1 -0.1 -0.1
H -0.799 -4.055 -0.667 -0.2 0.0 0.1
H 1.110 -5.099 -1.875 0.0 -0.1 -0.1
H 2.875 -1.292 -2.492 0.1 0.1 -0.1
H 0.929 -0.199 -1.280 0.1 0.0 -0.1
```
Forces are in eV/Å.

Summary:
* HOMO level: -7.629 eV
* relative energy (zero: lowest compared OMol25 entry of this formula, charge and spin): 1.306 eV
* orbital gap: 4.99 eV
* total energy: -41729.21625 eV

---

Record 4
The following is a DFT calculation (wB97M-V/def2-TZVPD) of C5H11NO in the gas phase.

```
18
Properties=species:S:1:pos:R:3:forces:R:3
C -1.896 0.572 0.593 0.3 -0.4 0.7
C -0.889 0.459 -0.531 1.2 0.6 -0.3
N 0.173 -0.518 -0.268 -0.1 -0.2 0.1
C -0.245 -1.845 0.096 -0.5 -0.8 0.8
C 1.442 -0.149 0.110 -0.2 0.1 -0.4
C 1.982 1.140 -0.453 0.0 0.4 0.2
O 2.145 -0.859 0.798 0.1 -0.3 0.1
H -1.375 0.875 1.504 0.1 0.4 -0.1
H -2.302 -0.379 0.927 -0.5 -0.1 -0.6
H -2.668 1.301 0.376 -0.2 -0.1 -0.1
H -1.283 0.303 -1.539 -0.4 -0.2 0.2
H -0.370 1.423 -0.580 -0.3 -0.1 -0.2
H 0.560 -2.569 0.101 0.4 0.3 -0.2
H -0.657 -1.909 1.112 0.0 0.2 0.0
H -1.018 -2.244 -0.557 -0.1 0.3 -0.3
H 1.773 1.276 -1.517 0.0 -0.1 0.1
H 3.048 1.126 -0.260 0.1 0.0 -0.2
H 1.578 1.999 0.087 0.0 0.0 0.0
```
Forces are in eV/Å.

Summary:
* HOMO level: -9.179 eV
* relative energy (zero: lowest compared OMol25 entry of this formula, charge and spin): 0.620 eV
* orbital gap: 10.08 eV
* total energy: -8901.07771 eV

---

Record 5
The following is a DFT calculation (wB97M-V/def2-TZVPD) of C24H41Ge2N3O2OsS as an isolated structure.

```
74
Properties=species:S:1:pos:R:3:forces:R:3
Os -0.195 0.200 0.463 0.1 0.1 -0.1
C 4.306 -0.180 2.125 0.0 0.0 0.0
C 2.882 -0.596 1.721 0.1 0.0 0.0
Ge 2.429 0.243 -0.006 -0.2 0.0 0.1
C 2.985 -0.652 -1.645 0.0 0.1 0.0
C 4.492 -0.484 -1.888 0.0 0.0 0.0
C 3.027 2.118 -0.047 -0.1 0.1 0.0
C 2.166 3.165 -0.127 -0.1 -0.1 0.0
Ge 0.308 2.501 -0.192 0.1 0.1 -0.3
C -0.510 1.939 1.790 -0.2 0.1 0.5
C -0.341 3.488 2.010 0.0 0.0 -0.1
C -1.077 3.160 -1.394 0.1 0.0 0.1
C -1.177 4.663 -1.646 -0.1 0.0 0.0
C 2.597 4.552 -0.228 0.0 0.0 0.0
C 1.687 5.630 -0.019 0.1 -0.1 0.0
C 2.111 6.922 -0.077 0.0 0.0 0.0
C 3.477 7.203 -0.372 0.0 0.0 0.0
C 4.392 6.155 -0.615 0.0 0.0 0.0
C 3.968 4.863 -0.546 0.0 0.1 0.0
H 4.598 -0.726 3.022 0.0 0.0 0.0
H 4.370 0.884 2.358 0.0 0.0 0.0
H 5.042 -0.411 1.354 0.0 0.0 0.0
H 2.169 -0.326 2.501 0.0 0.0 0.0
H 2.819 -1.676 1.569 0.0 0.0 0.0
H 2.406 -0.231 -2.470 0.0 0.0 0.0
H 2.729 -1.708 -1.546 0.0 0.0 0.0
H 4.779 0.561 -2.002 0.0 0.0 0.0
H 4.770 -0.994 -2.810 0.0 0.0 0.0
H 5.088 -0.920 -1.086 0.0 0.0 0.0
H 4.099 2.297 -0.020 0.0 0.0 0.0
H 0.005 1.475 2.637 0.0 0.0 0.0
H -1.582 1.757 1.887 0.0 -0.1 0.0
H 0.693 3.808 2.132 0.0 0.0 0.0
H -0.847 3.695 2.954 0.0 0.0 0.0
H -0.857 4.118 1.275 0.0 0.0 0.0
H -2.003 2.728 -1.009 0.0 0.0 0.0
H -0.852 2.628 -2.326 0.0 0.0 0.0
H -1.420 5.227 -0.745 0.0 0.0 0.0
H -1.987 4.839 -2.354 0.0 0.0 0.0
H -0.270 5.070 -2.090 0.0 0.0 0.0
H 0.651 5.421 0.202 0.0 0.0 0.0
H 1.427 7.742 0.098 0.0 0.0 0.0
H 3.810 8.233 -0.418 0.0 0.0 0.0
H 5.421 6.385 -0.858 0.0 0.0 0.0
H 4.673 4.072 -0.755 0.0 0.0 0.0
O -2.192 0.243 -0.143 0.3 0.0 0.1
S -3.282 -0.898 0.025 -0.2 -0.1 0.0
C -4.373 -0.686 -1.408 0.0 0.0 0.0
C -5.464 0.290 -0.982 0.0 0.0 0.0
C -5.817 -0.101 0.449 0.0 0.0 0.0
C -4.493 -0.210 1.205 0.0 0.0 0.0
H -4.774 -1.685 -1.598 0.0 0.0 0.0
H -3.751 -0.390 -2.253 0.0 0.0 0.0
H -6.319 0.207 -1.652 0.0 0.0 0.0
H -5.102 1.319 -1.031 0.0 0.0 0.0
H -6.348 -1.054 0.468 0.0 0.0 0.0
H -6.456 0.635 0.936 0.0 0.0 0.0
H -4.515 -0.842 2.091 0.0 0.0 0.0
H -4.085 0.770 1.461 0.0 0.0 0.0
C 0.039 -5.497 -0.241 0.0 -0.1 0.0
N -0.025 -4.101 0.209 0.0 0.0 0.0
C -0.305 -3.719 1.593 0.0 0.0 0.1
C -0.277 -2.226 1.474 0.0 -0.1 -0.1
O -0.467 -1.325 2.292 0.0 0.2 -0.1
N -0.015 -1.869 0.176 0.0 0.0 0.0
C 0.097 -3.032 -0.557 0.0 -0.1 0.1
N 0.281 -3.055 -1.862 0.0 0.0 0.0
H 0.205 -6.131 0.626 0.0 0.0 0.0
H 0.878 -5.636 -0.922 0.0 0.0 0.0
H -0.893 -5.796 -0.720 0.0 0.0 0.0
H 0.453 -4.089 2.288 0.0 0.0 0.0
H -1.281 -4.073 1.933 0.0 0.0 0.0
H 0.397 -2.201 -2.381 0.0 0.0 0.0
H 0.323 -3.925 -2.374 0.0 0.0 0.0
```
Forces are in eV/Å.

Summary:
* HOMO level (spin up / spin down): -20.076 / -20.472 eV
* charge: +4
* expectation value of S²: 6.055
* orbital gap (spin up / spin down): 8.27 / 6.18 eV
* total energy: -160410.18364 eV
* multiplicity: 5

---

Record 6
The following is a DFT calculation (wB97M-V/def2-TZVPD) of C5H9NO in the gas phase.

```
16
Properties=species:S:1:pos:R:3:forces:R:3
O -1.478 1.507 1.211 0.4 0.3 -0.7
C -0.390 0.651 0.945 1.1 -0.2 -0.9
C -0.800 -0.813 0.772 0.1 0.0 -0.1
C 0.116 -1.294 -0.321 -0.1 -0.3 -0.1
N 1.507 -0.882 -0.112 0.4 -0.3 0.0
C 0.693 -0.157 -1.083 0.1 0.0 -0.1
C 0.234 1.138 -0.494 0.2 -0.5 0.6
H -1.274 1.843 0.326 -2.3 1.7 0.5
H 0.405 0.768 1.685 -0.1 -0.1 0.0
H -0.712 -1.374 1.709 0.1 0.1 -0.2
H -1.848 -0.880 0.455 0.2 0.2 0.0
H -0.084 -2.238 -0.813 0.1 0.0 0.0
H 2.141 -1.516 -0.579 0.1 -0.1 -0.1
H 0.910 -0.247 -2.146 0.0 0.0 0.2
H 1.039 1.867 -0.328 -0.1 -0.3 0.0
H -0.460 1.627 -1.226 -0.1 -0.4 0.9
```
Forces are in eV/Å.

Summary:
* HOMO level: -9.557 eV
* relative energy (zero: lowest compared OMol25 entry of this formula, charge and spin): 2.656 eV
* orbital gap: 10.54 eV
* total energy: -8866.55678 eV

---

Record 7
The following is a DFT calculation (wB97M-V/def2-TZVPD) of an isolated ion of composition C3H4NO2 and charge +1.

```
10
Properties=species:S:1:pos:R:3:forces:R:3
C 1.770 0.177 -0.329 3.8 3.2 1.7
C 0.661 -0.561 -0.519 -2.6 -0.3 0.5
C -1.247 0.024 0.796 -3.2 -1.1 4.9
N -0.624 0.397 -0.220 0.7 -0.6 0.6
O 2.609 0.902 -0.104 -1.3 -1.4 -0.6
O -0.959 1.236 -0.986 0.2 1.7 -2.7
H 0.557 -0.661 -1.569 -0.3 -1.2 -1.2
H 0.441 -1.332 0.225 0.8 -0.5 -0.8
H -2.271 0.408 1.042 1.2 0.2 -1.0
H -0.937 -0.591 1.665 0.7 0.0 -1.4
```
Forces are in eV/Å.

Summary:
* HOMO level: -14.720 eV
* charge: +1
* relative energy (zero: lowest compared OMol25 entry of this formula, charge and spin): 4.898 eV
* orbital gap: 8.03 eV
* total energy: -8748.09008 eV

---

Number 1: F_max 1.21 eV Å⁻¹. Number 2: F_max 1.64 eV Å⁻¹. Number 3: F_max 1.95 eV Å⁻¹. Number 4: F_max 1.41 eV Å⁻¹. Number 5: F_max 0.50 eV Å⁻¹. Number 6: F_max 2.86 eV Å⁻¹. Number 7: F_max 5.97 eV Å⁻¹.